Entry 1:
{
  "formula": "C21H35CeFP2",
  "method": "ωB97M-V/def2-TZVPD",
  "symbols": ["P", "P", "C", "C", "H", "H", "H", "H", "C", "H", "H", "H", "C", "H", "H", "H", "C", "H", "H", "H", "C", "H", "H", "H", "Ce", "C", "C", "C", "C", "C", "C", "C", "C", "C", "H", "H", "H", "H", "H", "H", "H", "H", "H", "H", "H", "H", "H", "H", "H", "F", "C", "C", "C", "C", "C", "C", "H", "H", "H", "H"],
  "coordinates": [[0.217, 2.571, 0.464], [1.013, -0.292, -2.633], [1.440, 2.183, -0.886], [1.290, 1.489, -2.269], [2.215, 1.665, -0.292], [1.823, 3.188, -1.097], [0.416, 1.918, -2.784], [2.170, 1.773, -2.860], [2.642, -0.931, -3.062], [2.662, -2.024, -2.895], [3.384, -0.420, -2.427], [2.804, -0.700, -4.124], [-0.094, -0.670, -4.042], [0.362, -0.330, -4.984], [-1.124, -0.256, -4.026], [-0.220, -1.765, -4.122], [1.096, 3.836, 1.382], [0.867, 3.747, 2.450], [0.839, 4.855, 1.042], [2.189, 3.734, 1.283], [-1.421, 3.196, 0.069], [-1.945, 2.508, -0.620], [-1.471, 4.243, -0.301], [-2.053, 3.196, 0.980], [-1.398, 2.970, -3.722], [-0.510, 3.107, -5.753], [0.713, 2.884, -5.105], [1.696, 4.043, -4.905], [1.078, 5.166, -4.070], [0.041, 4.680, -3.043], [-1.292, 5.170, -3.138], [-1.978, 5.253, -4.478], [-1.362, 4.437, -5.706], [-0.024, 1.046, 1.356], [-0.932, 2.371, -6.481], [1.264, 1.961, -5.332], [2.019, 4.468, -5.880], [2.607, 3.717, -4.379], [1.856, 5.727, -3.531], [0.647, 5.911, -4.748], [0.458, 4.498, -2.032], [-1.935, 5.259, -2.240], [-1.891, 6.302, -4.815], [-3.062, 5.011, -4.376], [-2.220, 4.251, -6.375], [-0.741, 5.177, -6.198], [-0.816, 0.488, 0.833], [-0.326, 1.181, 2.401], [0.910, 0.472, 1.345], [0.047, -4.925, 0.713], [0.133, -3.657, 0.184], [-0.903, -3.207, -0.635], [-0.697, -2.046, -1.377], [0.516, -1.346, -1.288], [1.505, -1.775, -0.364], [1.320, -2.944, 0.368], [-1.822, -3.781, -0.758], [-1.466, -1.732, -2.094], [2.464, -1.251, -0.279], [2.124, -3.335, 0.989]],
  "atomic_forces_ev_per_a": [[0.28, 0.04, -0.67], [0.53, -0.59, 0.47], [0.24, -0.40, 0.28], [-1.52, 0.23, 0.20], [-0.09, 0.30, -0.09], [0.12, -0.23, -0.17], [0.88, 0.40, -0.26], [-0.36, 0.02, -0.04], [-0.09, -0.10, -0.30], [0.08, 0.59, -0.19], [-0.13, -0.30, -0.35], [0.31, -0.06, 0.30], [-0.33, 0.35, -0.50], [0.01, 0.05, 0.37], [0.65, -0.05, 0.35], [0.30, 0.39, 0.27], [0.48, 0.33, 0.43], [-0.10, 0.08, -0.17], [-0.08, -0.51, 0.01], [-0.40, -0.15, -0.03], [-0.99, 0.33, -0.15], [0.34, 0.33, 0.16], [0.42, -0.73, -0.04], [0.56, -0.13, -0.13], [-0.34, -2.02, 0.98], [-2.51, -0.51, -0.99], [1.31, 0.22, 0.77], [0.05, 0.15, 0.22], [0.26, 0.39, 0.45], [1.10, 0.25, -0.40], [-1.41, -0.88, 1.62], [0.26, 1.45, 0.34], [0.95, 0.28, -2.48], [-0.03, -0.41, 0.32], [0.42, 0.68, 0.37], [-0.48, 0.06, -0.37], [0.04, -0.36, 0.44], [-0.11, -0.25, -0.26], [0.01, -0.10, -0.25], [-0.21, -0.10, 0.29], [-0.36, 0.44, -0.34], [0.28, 0.57, -0.57], [-0.62, -0.56, -0.22], [0.36, 0.11, 0.01], [0.40, 0.11, 0.19], [-0.10, 0.17, -0.17], [0.31, 0.00, 0.17], [-0.03, 0.18, -0.24], [-0.28, 0.05, 0.00], [-0.01, 2.06, -0.51], [-0.03, -1.55, 0.06], [0.10, 0.05, 0.12], [0.09, -0.03, 0.03], [-0.10, -0.40, 0.62], [-0.34, -0.10, -0.25], [-0.06, 0.21, -0.17], [0.35, 0.06, 0.16], [0.31, -0.20, 0.37], [-0.35, -0.23, -0.06], [-0.33, 0.02, -0.04]],
  "lowdin_charge": [0.885, 0.974, -0.260, -0.281, 0.100, 0.087, -0.029, 0.108, -0.152, 0.089, 0.078, 0.080, -0.146, 0.074, 0.067, 0.089, -0.156, 0.079, 0.089, 0.081, -0.174, 0.046, 0.073, 0.094, 0.942, -0.367, -0.303, -0.193, -0.187, -0.339, -0.358, -0.237, -0.199, -0.170, 0.127, 0.089, 0.126, 0.098, 0.115, 0.112, 0.081, 0.097, 0.146, 0.122, 0.129, 0.119, 0.070, 0.084, 0.058, 0.082, -0.198, 0.034, -0.077, -0.352, -0.091, 0.032, 0.141, 0.111, 0.119, 0.141],
  "charge": 2,
  "spin_multiplicity": 1,
  "homo_energy_ev": [-10.90, -10.87],
  "homo_lumo_gap_ev": [4.907, 4.915]
}



Entry 2:
{
  "formula": "C21H35Cl3FeN2O3PSSi",
  "method": "ωB97M-V/def2-TZVPD",
  "symbols": ["Fe", "C", "C", "C", "C", "C", "C", "C", "C", "C", "C", "C", "C", "H", "H", "H", "H", "H", "H", "H", "H", "H", "H", "H", "H", "H", "H", "H", "H", "H", "H", "C", "O", "P", "O", "C", "O", "C", "H", "H", "H", "H", "H", "H", "H", "H", "H", "Cl", "Si", "Cl", "Cl", "C", "C", "C", "C", "N", "C", "S", "N", "C", "H", "H", "H", "H", "H", "H", "H", "H"],
  "coordinates": [[-13.930, 5.154, -4.278], [-12.398, 8.799, -2.963], [-13.522, 8.060, -3.623], [-14.716, 7.768, -2.907], [-14.830, 7.950, -1.419], [-15.885, 7.442, -3.629], [-17.204, 7.404, -2.975], [-15.849, 7.264, -5.034], [-17.085, 7.260, -5.875], [-14.597, 7.269, -5.684], [-14.512, 6.947, -7.163], [-13.466, 7.789, -5.032], [-12.329, 8.301, -5.874], [-11.582, 8.116, -2.743], [-12.731, 9.238, -2.021], [-12.023, 9.631, -3.590], [-15.186, 8.952, -1.181], [-13.820, 7.815, -0.979], [-15.476, 7.211, -0.922], [-17.726, 8.358, -3.134], [-17.090, 7.311, -1.895], [-17.837, 6.588, -3.342], [-17.343, 6.272, -6.250], [-16.994, 7.871, -6.771], [-17.922, 7.614, -5.272], [-14.709, 7.827, -7.765], [-15.271, 6.202, -7.461], [-13.548, 6.557, -7.406], [-12.602, 9.215, -6.391], [-11.995, 7.591, -6.643], [-11.454, 8.495, -5.268], [-14.047, 1.438, -2.620], [-13.737, 2.626, -1.834], [-14.556, 3.982, -2.221], [-14.428, 4.793, -0.818], [-13.097, 4.790, -0.157], [-16.025, 3.289, -2.036], [-17.224, 4.072, -1.815], [-14.254, 0.657, -1.911], [-13.169, 1.205, -3.212], [-14.909, 1.585, -3.263], [-13.354, 4.839, 0.890], [-12.524, 5.674, -0.441], [-12.525, 3.884, -0.387], [-17.908, 3.364, -1.301], [-17.647, 4.443, -2.753], [-17.023, 4.913, -1.151], [-10.833, 3.730, -2.912], [-11.762, 4.658, -4.530], [-11.546, 3.342, -6.143], [-10.319, 6.136, -4.940], [-13.599, 0.743, -8.811], [-14.589, 0.966, -7.713], [-15.436, 0.028, -7.142], [-16.386, 0.457, -6.210], [-16.344, 1.682, -5.639], [-15.445, 2.569, -6.060], [-15.442, 4.241, -5.561], [-14.719, 2.272, -7.171], [-17.508, -0.417, -5.739], [-13.458, -0.332, -9.008], [-12.649, 1.197, -8.566], [-13.981, 1.153, -9.751], [-15.385, -1.020, -7.485], [-14.124, 3.048, -7.490], [-17.505, -1.389, -6.185], [-18.450, 0.073, -6.027], [-17.527, -0.508, -4.669]],
  "atomic_forces_ev_per_a": [[-1.20, 1.63, 0.87], [0.03, 0.36, 0.15], [-0.81, -0.16, -0.83], [-0.05, -0.21, -0.75], [1.12, -0.36, 0.47], [0.64, -0.18, -1.26], [-0.81, 0.13, 0.83], [1.00, 0.22, 0.36], [-0.52, -0.39, 0.27], [-0.14, 0.22, -0.35], [-1.21, -0.08, 0.28], [-0.24, 0.25, 0.96], [0.60, -0.64, -0.03], [0.36, 0.04, 0.00], [0.12, -0.03, -0.11], [-0.19, -0.57, 0.29], [-0.01, 0.05, 0.13], [-0.69, 0.22, -0.03], [0.29, 0.32, -0.35], [-0.04, -0.22, -0.04], [-0.28, -0.12, -0.16], [0.11, 0.27, 0.09], [-0.06, -0.27, 0.10], [0.18, 0.25, 0.16], [-0.03, 0.01, -0.34], [0.15, 0.31, -0.17], [0.37, 0.34, 0.23], [0.60, -0.24, -0.28], [-0.28, 0.26, -0.04], [-0.23, 0.21, 0.29], [0.01, 0.14, -0.05], [0.55, 0.60, 0.20], [-0.55, 0.51, -1.07], [-0.60, -1.44, 2.35], [1.16, -0.41, -0.79], [-0.63, 0.13, -0.15], [0.15, 1.23, -0.41], [-0.03, -0.70, 0.37], [-0.07, -0.35, 0.16], [0.14, -0.14, -0.09], [-0.15, 0.03, -0.03], [0.20, -0.04, 0.27], [-0.16, -0.03, -0.12], [-0.32, 0.25, 0.06], [0.26, 0.65, -0.49], [0.08, -0.27, 0.05], [0.04, -0.06, 0.03], [-0.02, -0.22, -0.04], [2.34, 0.13, 0.09], [0.02, -0.36, -0.26], [-0.11, -0.42, 0.06], [-0.54, -0.56, -0.12], [-0.77, 1.57, 1.49], [0.68, -0.15, -1.05], [-0.03, 0.58, 1.05], [0.37, -0.32, -0.08], [-0.98, -0.35, -1.00], [-1.29, -1.30, -0.96], [1.25, -1.34, -0.62], [-0.29, 0.70, -0.61], [-0.06, 0.43, 0.34], [0.25, 0.16, 0.00], [0.07, 0.22, 0.12], [-0.17, 0.75, 0.23], [-0.10, -0.66, -0.03], [0.16, -0.57, -0.28], [0.21, -0.06, 0.10], [0.14, 0.07, 0.52]],
  "lowdin_charge": [0.181, -0.029, -0.181, -0.188, -0.043, -0.203, -0.046, -0.241, -0.034, -0.287, -0.062, -0.230, -0.091, 0.084, 0.077, 0.102, 0.106, 0.082, 0.070, 0.114, 0.066, 0.083, 0.067, 0.096, 0.079, 0.100, 0.056, 0.065, 0.104, 0.063, 0.029, -0.076, -0.350, 0.739, -0.321, -0.062, -0.323, -0.081, 0.093, 0.084, 0.051, 0.089, 0.078, 0.061, 0.107, 0.071, 0.072, 0.230, -0.662, 0.186, 0.261, 0.006, -0.181, 0.046, -0.260, 0.127, -0.661, 0.748, 0.111, -0.002, 0.104, 0.081, 0.106, 0.142, 0.122, 0.077, 0.108, 0.088],
  "charge": 1,
  "spin_multiplicity": 5,
  "homo_energy_ev": [-10.36, -11.36],
  "homo_lumo_gap_ev": [6.772, 7.713]
}



Entry 3:
{
  "formula": "C21H35FP2Re",
  "method": "ωB97M-V/def2-TZVPD",
  "symbols": ["P", "P", "C", "C", "H", "H", "H", "H", "C", "H", "H", "H", "C", "H", "H", "H", "C", "H", "H", "H", "C", "H", "H", "H", "Re", "C", "C", "C", "C", "C", "C", "C", "C", "C", "H", "H", "H", "H", "H", "H", "H", "H", "H", "H", "H", "H", "H", "H", "H", "F", "C", "C", "C", "C", "C", "C", "H", "H", "H", "H"],
  "coordinates": [[-0.182, -2.171, -2.028], [0.070, 1.543, -1.964], [-0.636, -0.957, -3.260], [0.233, 0.295, -3.313], [-1.705, -0.707, -3.205], [-0.512, -1.487, -4.220], [1.294, 0.040, -3.439], [-0.037, 0.886, -4.198], [-1.354, 2.525, -2.557], [-1.619, 3.308, -1.823], [-2.253, 1.912, -2.692], [-1.053, 2.991, -3.492], [1.315, 2.579, -2.750], [1.027, 2.772, -3.773], [2.280, 2.085, -2.731], [1.447, 3.564, -2.297], [-1.388, -3.432, -2.335], [-1.328, -4.269, -1.635], [-1.211, -3.827, -3.342], [-2.403, -3.033, -2.318], [1.386, -2.858, -2.554], [2.145, -2.089, -2.741], [1.222, -3.406, -3.486], [1.792, -3.564, -1.814], [-0.777, -1.183, 2.004], [0.796, 2.424, -0.393], [-0.674, 2.317, -0.255], [-1.073, 0.924, -0.060], [-1.212, -1.554, 0.089], [0.126, -2.112, -0.364], [1.185, -1.343, 0.439], [1.733, -0.150, -0.280], [1.728, 1.321, 0.276], [-0.131, -2.825, 3.073], [1.319, 3.405, -0.442], [-1.321, 3.019, 0.304], [-1.027, 0.276, -1.090], [-2.179, 0.740, 0.050], [-2.265, -1.797, 2.056], [-2.145, -1.642, -0.544], [0.121, -3.147, -0.019], [1.985, -1.978, 0.819], [1.283, -0.200, -1.310], [2.815, -0.374, -0.388], [1.688, 1.344, 1.395], [2.730, 1.702, -0.002], [0.796, -2.533, 3.609], [0.042, -3.784, 2.510], [-0.943, -2.975, 3.826], [-0.151, 3.080, 6.812], [-0.221, 2.270, 5.702], [0.926, 1.928, 5.009], [0.835, 1.089, 3.878], [-0.381, 0.519, 3.437], [-1.514, 0.954, 4.147], [-1.447, 1.791, 5.281], [1.875, 2.309, 5.372], [1.762, 0.842, 3.363], [-2.480, 0.588, 3.828], [-2.335, 2.053, 5.835]],
  "atomic_forces_ev_per_a": [[2.05, -2.97, -3.11], [2.18, 3.41, -4.13], [-0.14, 1.31, -0.05], [0.04, -0.97, -0.12], [0.18, -0.08, 0.15], [0.00, -0.11, 0.40], [-0.26, 0.08, 0.16], [-0.06, 0.03, 0.24], [-0.65, 0.07, 0.04], [0.04, -0.18, -0.73], [0.12, 0.06, 0.08], [-0.21, -0.02, -0.11], [0.64, 0.96, -1.63], [0.33, -0.03, -0.63], [0.30, -0.10, 0.00], [-0.17, -0.28, -0.23], [-0.68, -0.63, -0.20], [0.08, 0.16, 0.00], [-0.02, 0.08, 0.13], [0.02, -0.05, 0.05], [0.46, -0.34, -1.14], [-0.12, -0.10, 0.08], [0.29, 0.03, -0.04], [-0.31, 0.32, -0.13], [2.90, 1.96, 1.16], [-1.13, -2.36, 1.69], [0.45, -1.97, 6.59], [-3.09, 0.20, -2.85], [-0.78, -0.17, 1.06], [-1.29, 1.28, 3.46], [-1.70, -0.14, 0.82], [0.81, 0.56, -0.39], [0.54, 0.59, -0.10], [-0.33, -0.48, 0.02], [-0.87, -0.92, -0.37], [0.40, 0.19, -0.71], [0.27, 0.97, 1.94], [1.08, 0.61, 0.39], [-1.06, -0.25, 0.20], [0.91, 0.34, 0.87], [0.21, -0.51, -0.57], [-0.28, -0.11, -0.01], [0.84, 0.40, 0.75], [-0.49, 0.22, -0.32], [-0.35, 0.04, -1.01], [-0.40, -0.08, 0.34], [-0.33, -0.09, -0.38], [-0.23, 0.86, 0.50], [0.53, -0.13, -0.43], [-0.01, -1.09, -1.53], [-0.22, 0.34, 0.64], [0.18, -0.32, -0.57], [0.31, -0.10, 0.25], [-0.40, -0.07, -0.54], [0.01, -0.06, 0.36], [-0.13, -0.36, -0.51], [0.00, -0.10, -0.21], [-0.05, 0.00, 0.23], [-0.26, 0.07, 0.16], [-0.13, 0.03, -0.04]],
  "lowdin_charge": [0.841, 0.825, -0.276, -0.292, 0.116, 0.134, 0.105, 0.116, -0.120, 0.086, 0.090, 0.076, -0.203, 0.061, 0.082, 0.077, -0.149, 0.093, 0.087, 0.076, -0.140, 0.072, 0.074, 0.092, 1.321, -0.200, -0.240, -0.111, -0.317, -0.572, -0.224, -0.237, -0.120, -0.255, 0.145, 0.160, 0.050, 0.109, 0.000, 0.083, 0.131, 0.098, 0.043, 0.133, 0.102, 0.120, 0.036, 0.046, 0.034, 0.070, -0.239, 0.006, -0.124, -0.269, -0.129, 0.008, 0.128, 0.083, 0.083, 0.126],
  "charge": 2,
  "spin_multiplicity": 4,
  "homo_energy_ev": [-13.38, -13.87],
  "homo_lumo_gap_ev": [5.589, 5.944]
}



What did we get for molecular weight? Answer: 508.57, 616.85, 554.66 g mol⁻¹, in the order shown.